# 1
The following is a quantum chemistry calculation of a 2-piece molecular cluster, C25H28F5N2O2S4 overall, from the OMol25 dataset.

Element x y z (Å)
F1 -5.8946 2.5374 -0.3334
C1 -6.7966 1.8574 0.5459
F2 -7.0022 2.5341 1.7668
F3 -8.0548 1.8910 -0.1313
C2 -6.3681 0.3125 0.7032
F4 -5.7152 -0.0689 -0.4970
F5 -7.6065 -0.4310 0.7329
C3 -5.5735 -0.0313 2.0448
C4 -4.2881 -0.9828 1.8448
C5 -3.3483 -0.8068 3.1266
N1 -2.2630 0.2069 3.0365
C6 -2.4462 1.2165 1.9882
C7 -3.1896 2.5757 2.2518
C8 -3.3715 3.6890 1.1977
C9 -2.8087 3.4400 -0.2201
C10 -2.0405 2.1358 -0.5806
C11 -1.8800 1.0658 0.5244
S1 -0.9886 -0.5446 0.1866
C12 -0.1015 -0.8116 1.8102
C13 1.3178 -1.4151 1.9343
C14 2.0675 -1.8842 0.5925
C15 3.1150 -0.7940 0.0268
C16 4.4993 -1.5472 -0.2954
S2 4.3928 -2.6637 -1.8089
C17 4.2045 -1.6291 -3.3351
S3 2.6655 -1.5927 -4.0433
N2 5.2773 -0.8603 -3.9829
C18 5.6151 -1.3695 -5.3444
C19 6.5103 -0.2013 -6.0395
O1 7.7952 -0.2080 -5.3543
C20 7.5463 0.1755 -3.9692
C21 6.5587 -0.8818 -3.2138
C22 1.9668 -1.5559 3.3576
C23 1.1800 -1.0794 4.6226
C24 -0.2606 -0.4872 4.5074
S4 -1.1616 0.0804 6.0469
C25 -0.9078 -0.3638 3.0772
H1 -6.3098 -0.6315 2.7053
H2 -5.3370 0.9121 2.6684
H3 -3.7766 -0.8888 0.8337
H4 -4.6966 -2.0657 1.8875
H5 -2.8366 -1.8294 3.3072
H6 -4.0489 -0.6700 4.0390
H7 -3.5996 2.7068 3.3169
H8 -3.9343 4.6443 1.5075
H9 -2.9785 4.2675 -0.9937
H10 -1.5965 1.9558 -1.6248
H11 2.6261 -2.8799 0.7698
H12 1.3081 -2.1026 -0.2393
H13 2.6988 -0.3490 -0.9438
H14 3.2301 0.0271 0.8197
H15 5.3822 -0.8255 -0.3525
H16 4.6988 -2.2662 0.5833
H17 6.3019 -2.3009 -5.3204
H18 4.6983 -1.5175 -6.0188
H19 5.9976 0.8311 -5.9559
H20 6.6404 -0.4354 -7.1483
H21 8.5377 0.2070 -3.3942
H22 7.0521 1.2204 -3.9390
H23 6.4708 -0.4987 -2.1398
H24 7.0541 -1.9103 -3.2744
H25 3.0218 -1.9897 3.5076
H26 1.6783 -1.1633 5.6577
H27 -0.4432 1.1710 6.5717
O2 -10.6492 2.3572 -2.0362
H28 -9.8350 2.5164 -1.5705

Output
E_HOMO = -1.628 eV
total charge = -1
LUMO level = 0.3 eV
orbital gap = 1.93 eV
spin multiplicity = 1

Here are the Löwdin charges for atoms 1 to 5, given in e: F 0.068; C -0.303; F 0.083; F 0.087; C -0.275

***

# 2
The following is a quantum chemistry calculation of C25H28F5N6OPdS5 as an isolated structure, from the OMol25 dataset.

Element x y z (Å)
Pd1 -0.2285 0.2139 0.9252
O1 2.4639 5.5952 3.9764
C1 1.9975 4.6349 3.4677
S1 0.2299 4.3834 3.2816
C2 0.3495 2.8450 2.4914
C3 1.6792 2.3311 2.2529
S2 1.9073 0.8912 1.4762
S3 3.0026 3.2952 2.8064
S4 -1.0074 2.0184 2.0359
C4 2.2801 -2.8965 3.0485
N1 1.1726 -2.6945 2.1215
C5 -0.1626 -2.6591 2.6912
C6 1.3777 -2.3484 0.8382
N2 0.5026 -1.5791 0.1903
C7 0.2637 -1.8069 -1.1899
C8 0.1878 -3.1029 -1.6931
C9 -0.0343 -3.3374 -3.0379
C10 -0.2255 -2.2569 -3.8917
C11 -0.2078 -0.9694 -3.3871
C12 0.0373 -0.7168 -2.0339
N3 -0.0874 0.5585 -1.4696
C13 0.1292 1.6600 -2.1504
N4 -0.6720 2.7326 -1.9363
C14 -2.0123 2.5434 -1.4148
C15 -0.1907 4.1012 -2.0004
N5 1.1259 1.8108 -3.0693
C16 2.3127 0.9827 -3.0261
C17 0.9322 2.5623 -4.3002
N6 2.5061 -2.8192 0.2451
C18 3.1491 -2.1109 -0.8440
C19 2.9825 -4.1738 0.4775
H1 2.0638 -2.3610 3.9726
H2 3.2000 -2.5009 2.6242
H3 2.4240 -3.9512 3.2872
H4 -0.1610 -3.2757 3.5897
H5 -0.8860 -3.0645 1.9858
H6 -0.4707 -1.6482 2.9582
H7 0.2967 -3.9377 -1.0106
H8 -0.0871 -4.3503 -3.4110
H9 -0.4252 -2.4197 -4.9417
H10 -0.4211 -0.1332 -4.0427
H11 -2.4356 1.6124 -1.7836
H12 -2.6297 3.3804 -1.7395
H13 -2.0310 2.5046 -0.3226
H14 -0.6461 4.6565 -2.8225
H15 0.8890 4.1137 -2.1213
H16 -0.4393 4.6126 -1.0672
H17 2.4798 0.6466 -2.0057
H18 3.1681 1.5796 -3.3440
H19 2.2306 0.1071 -3.6762
H20 -0.1061 2.8704 -4.3923
H21 1.1759 1.9213 -5.1500
H22 1.5714 3.4464 -4.3447
H23 2.8438 -1.0683 -0.8309
H24 2.8936 -2.5404 -1.8160
H25 4.2298 -2.1616 -0.7043
H26 2.2630 -4.7260 1.0764
H27 3.9499 -4.1837 0.9836
H28 3.0901 -4.6788 -0.4848
F1 -6.4164 1.4242 4.4477
C20 -5.4829 0.9738 3.6207
C21 -4.2325 0.6267 4.0968
F2 -3.9568 0.7393 5.3945
C22 -3.2673 0.1495 3.2267
F3 -2.0842 -0.1905 3.7714
C23 -3.4842 0.0206 1.8611
S5 -2.3676 -0.5951 0.6415
C24 -4.7592 0.3861 1.4160
F4 -5.0544 0.3005 0.1177
C25 -5.7461 0.8456 2.2672
F5 -6.9402 1.1812 1.7910

Output
energy above the lowest of the compared OMol25 structures with the same formula, charge and spin = 6.3 kcal/mol
E_HOMO (spin up / spin down) = -10.297 / -10.296 eV
total charge = +1
LUMO level (spin up / spin down) = -5.8 / -5.8 eV
orbital gap (spin up / spin down) = 4.51 / 4.51 eV
spin multiplicity = 1

Here are the Löwdin charges for atoms 1 to 5, given in e: Pd 0.399; O 0.032; C -0.939; S 1.041; C -1.063

***

# 3
The following is a quantum chemistry calculation of C25H28F5O2RhS as an isolated structure, from the OMol25 dataset.

Element x y z (Å)
O1 0.9974 0.0079 -0.8244
C1 1.2391 1.4129 -1.0679
C2 2.6934 1.2715 -0.7008
H1 0.6782 2.0146 -0.3300
H2 1.0307 1.6805 -2.1071
C3 2.3192 -0.1752 -0.2666
H3 2.8621 1.9145 0.1805
H4 3.4233 1.3860 -1.5231
C4 2.3793 -0.2668 1.2404
H5 1.7540 0.4817 1.7307
H6 3.4156 -0.0755 1.5677
H7 2.0854 -1.2662 1.5573
C5 2.9667 -1.3995 -0.8575
H8 3.0312 -1.3557 -1.9532
H9 2.4102 -2.2854 -0.5348
H10 3.9949 -1.4837 -0.4629
Rh1 -1.3388 -1.0696 1.0796
C6 -1.5625 -2.5773 -3.0040
C7 -2.0565 -1.3047 -3.4148
C8 -0.9531 -0.4065 -3.4873
H11 -3.0900 -1.0799 -3.6512
C9 0.2358 -1.1650 -3.2629
C10 -0.1437 -2.4818 -2.8828
H12 0.5333 -3.2614 -2.5479
H13 -2.1728 -3.4606 -2.8235
H14 -1.0099 0.6643 -3.6527
H15 1.2540 -0.8232 -3.4171
C11 -2.4848 -2.6909 0.9124
C12 -1.2119 -2.9368 0.3078
C13 -0.1899 -2.6899 1.2787
H16 -1.0819 -3.2731 -0.7241
C14 -0.8341 -2.3506 2.5188
C15 -2.2642 -2.3768 2.2952
H17 -3.0344 -2.2091 3.0386
H18 -3.4415 -2.7496 0.3919
H19 0.8688 -2.8034 1.1046
H20 -0.3664 -2.1813 3.4780
O2 3.1960 2.8393 1.4663
C16 4.6529 2.6625 1.3213
C17 5.3641 4.0128 1.4884
H21 4.8759 2.2685 0.3025
H22 4.9998 1.8880 2.0227
C18 4.2761 5.0479 1.3402
H23 6.1571 4.1204 0.7455
H24 5.8271 4.0655 2.4729
C19 2.9439 4.2591 1.3208
H25 4.3921 5.6135 0.4154
H26 4.2697 5.7695 2.1595
H27 2.4138 4.4461 0.3640
H28 2.2651 4.5807 2.1266
F1 -8.2440 -1.7942 0.9142
C20 -7.0438 -1.2955 0.5646
C21 -6.3511 -1.8444 -0.5160
F2 -6.9129 -2.8181 -1.2658
C22 -5.0566 -1.4209 -0.7774
F3 -4.3627 -2.0470 -1.7702
C23 -4.4278 -0.4058 -0.0284
S1 -2.8439 0.2073 -0.3843
C24 -5.1639 0.1470 1.0341
F4 -4.5707 1.0773 1.8187
C25 -6.4593 -0.2768 1.3205
F5 -7.1333 0.2630 2.3575

Output
energy above the lowest of the compared OMol25 structures with the same formula, charge and spin = 0.0 kcal/mol
E_HOMO (spin up / spin down) = -6.659 / -7.544 eV
total charge = 0
LUMO level (spin up / spin down) = 0.5 / -2.3 eV
orbital gap (spin up / spin down) = 7.15 / 5.23 eV
⟨S²⟩ = 6.0295
spin multiplicity = 5

Here are the Löwdin charges for atoms 1 to 5, given in e: O -0.139; C -0.153; C -0.091; H 0.124; H 0.113

***

no.,M (g mol⁻¹)
1,611.769
2,790.285
3,590.460